[1]
13
Properties=species:S:1:pos:R:3 method="wB97M-V/def2-TZVPD" gap_ha=0.3421 smiles="C=C=CC(=O)OC" e_above_lowest_kj_mol=381.5
C 3.118 -0.002 -0.179
C 1.862 -0.317 -0.123
C 0.616 -0.484 0.282
C -0.286 0.697 0.356
O -0.257 1.873 0.318
O -1.226 -0.191 -0.528
C -2.591 -0.135 -0.159
H 3.656 0.388 0.677
H 3.675 -0.053 -1.106
H 0.293 -1.430 0.695
H -2.743 0.476 0.738
H -2.965 -1.148 0.003
H -3.152 0.327 -0.975



[2]
27
Properties=species:S:1:pos:R:3 method="wB97M-V/def2-TZVPD" gap_ha=0.3998 smiles=O.O.O.O.O.O.O.O.O e_above_lowest_kj_mol=235.4
O -2.360 -0.546 -2.294
H -1.787 -0.353 -1.574
H -2.335 -1.545 -2.306
O -1.858 -0.529 2.348
H -1.277 -1.242 2.106
H -2.324 -0.226 1.552
O 2.342 -0.347 0.110
H 2.077 -0.551 0.989
H 2.824 0.418 0.110
O -0.916 2.212 2.286
H -1.066 1.609 2.996
H -1.755 2.232 1.834
O -0.573 -2.801 1.524
H -0.814 -3.589 1.054
H -0.369 -2.351 0.660
O 2.738 2.246 -1.757
H 1.807 2.064 -1.457
H 2.794 1.713 -2.567
O -0.587 -0.104 -0.214
H -0.116 0.661 0.073
H 0.174 -0.621 -0.432
O 0.643 2.298 -0.043
H 0.031 2.489 -0.760
H 0.162 2.641 0.748
O 0.612 -2.180 -1.465
H 0.491 -1.755 -2.300
H 1.441 -1.845 -1.221



[3]
49
Properties=species:S:1:pos:R:3 method="wB97M-V/def2-TZVPD" gap_ha=0.3311 smiles="COc1ccc(S(=O)(=O)NCCCn2ccnc2)cc1C(C)(C)C" e_above_lowest_kj_mol=184.0
C -2.418 -1.067 5.499
O -1.464 -0.325 4.774
C -1.498 -0.329 3.416
C -2.440 -1.069 2.702
C -2.455 -1.058 1.319
C -1.523 -0.291 0.660
S -1.486 -0.299 -1.114
O -0.743 0.839 -1.585
O -2.793 -0.518 -1.658
N -0.660 -1.739 -1.391
C 0.759 -1.802 -1.127
C 1.629 -0.864 -1.973
C 1.411 -1.060 -3.476
N 2.182 -0.112 -4.231
C 1.902 1.220 -4.355
C 2.916 1.747 -5.102
N 3.806 0.774 -5.432
C 3.343 -0.320 -4.895
C -0.584 0.450 1.351
C -0.536 0.454 2.736
C 0.506 1.269 3.491
C 1.446 2.025 2.547
C -0.202 2.305 4.376
C 1.363 0.331 4.354
H -2.339 -2.138 5.292
H -2.186 -0.887 6.548
H -3.437 -0.726 5.292
H -3.174 -1.662 3.223
H -3.180 -1.619 0.754
H -0.943 -2.136 -2.273
H 0.887 -1.551 -0.070
H 1.075 -2.840 -1.272
H 1.378 0.168 -1.728
H 2.679 -1.038 -1.727
H 0.352 -0.905 -3.708
H 1.702 -2.070 -3.781
H 1.030 1.655 -3.911
H 3.061 2.758 -5.425
H 3.807 -1.283 -4.969
H 0.098 1.037 0.762
H 2.001 1.341 1.909
H 2.165 2.587 3.138
H 0.901 2.731 1.925
H -0.827 1.821 5.118
H 0.535 2.916 4.891
H -0.825 2.955 3.765
H 0.758 -0.176 5.098
H 2.132 0.904 4.867
H 1.848 -0.415 3.729



[4]
24
Properties=species:S:1:pos:R:3 method="wB97M-V/def2-TZVPD" gap_ha=0.3452 e_above_lowest_kj_mol=479.0
C 3.784 -0.875 0.513
C 3.262 -1.892 1.353
C 1.897 -1.926 1.270
C 1.125 -1.066 0.434
C -0.907 -0.627 -0.889
C -1.338 0.864 -0.636
C -2.131 1.189 0.635
C -3.277 1.882 -0.261
C 1.848 -0.226 -0.393
H 3.836 -2.375 2.070
H 1.148 -2.775 1.619
H -0.247 -0.602 -1.740
H -1.679 -1.285 -1.271
H -0.386 1.509 -0.554
H -2.481 0.187 1.263
H -1.704 2.095 1.390
H -3.519 3.042 -0.187
H -4.345 1.078 -0.179
H -2.053 1.964 -2.102
H 1.472 0.452 -1.068
N -2.349 1.401 -1.451
N 3.161 0.001 -0.282
O -0.261 -1.357 0.166
F 5.146 -0.658 0.301



[5]
21
Properties=species:S:1:pos:R:3 method="wB97M-V/def2-TZVPD" gap_ha=0.3538 smiles="C=C/C=C/CN.O.O" e_above_lowest_kj_mol=333.8
C 3.816 1.739 0.455
C 2.876 0.798 0.316
C 1.629 0.663 1.157
C 0.554 0.193 0.575
C -0.574 -0.210 1.605
N -1.776 -0.791 1.042
H 4.574 1.828 -0.255
H 3.804 2.304 1.373
H 2.734 0.074 -0.460
H 1.768 0.858 2.201
H 0.310 0.102 -0.554
H -0.134 -0.989 2.327
H -0.792 0.696 2.219
H -2.407 -0.173 0.554
H -1.709 -1.660 0.658
O 0.561 1.197 -3.480
H 0.818 1.525 -2.571
H 0.150 1.885 -4.002
O -5.201 -2.980 -0.624
H -5.031 -3.042 0.317
H -4.344 -2.716 -0.925



[6]
36
Properties=species:S:1:pos:R:3 method="wB97M-V/def2-TZVPD" gap_ha=0.3612 smiles=O.O.O.O.O.O.O.O.O.O.O.O e_above_lowest_kj_mol=493.4
O -0.149 0.312 -0.627
H -0.315 1.240 -0.333
H -0.405 -0.051 0.170
O 0.815 0.062 -2.741
H 0.062 -0.346 -2.333
H 1.016 0.719 -2.138
O 3.094 2.552 -0.554
H 3.181 1.599 -0.766
H 3.078 2.525 0.335
O -4.747 -2.071 0.363
H -4.309 -1.404 0.925
H -5.551 -2.301 0.774
O 0.410 -2.153 -2.339
H -0.104 -2.969 -2.420
H 1.216 -2.328 -2.019
O 2.037 3.279 3.323
H 1.078 3.141 3.007
H 2.102 3.033 4.233
O -4.153 1.526 0.867
H -4.451 1.243 0.024
H -4.643 1.034 1.434
O 1.810 -0.905 2.179
H 0.971 -1.025 1.762
H 1.967 -1.809 2.477
O 3.483 -1.754 -1.153
H 2.965 -0.966 -0.715
H 2.795 -2.425 -1.147
O -1.052 5.066 -1.802
H -1.393 5.593 -2.489
H -1.044 4.217 -2.351
O -1.874 -1.154 0.496
H -1.481 -2.045 0.811
H -1.715 -1.277 -0.423
O 1.635 -3.427 1.398
H 1.783 -2.574 0.925
H 1.889 -4.158 0.844



[7]
19
Properties=species:S:1:pos:R:3 method="wB97M-V/def2-TZVPD" gap_ha=0.3804 e_above_lowest_kj_mol=249.6
C -1.917 -1.197 0.612
C -1.311 -0.608 -0.654
C -0.105 0.295 -0.285
C 1.210 -0.410 -0.100
C 2.081 0.480 0.751
C -0.025 1.561 -1.075
O 0.970 2.239 -1.204
H -2.787 -1.824 0.403
H -1.179 -1.806 1.147
H -2.216 -0.381 1.276
H -1.045 -1.437 -1.344
H -2.073 -0.034 -1.202
H -0.022 0.919 1.003
H 1.779 -0.547 -1.024
H 1.043 -1.397 0.356
H 2.957 -0.084 1.130
H 1.220 0.977 1.525
H 2.416 1.344 0.168
H -0.996 1.910 -1.485



[8]
12
Properties=species:S:1:pos:R:3 method="wB97M-V/def2-TZVPD" gap_ha=0.3273 e_above_lowest_kj_mol=93.5
C -1.695 -0.172 -1.218
C -0.397 -0.108 -0.442
N -0.193 -0.001 0.818
S -1.557 0.018 1.814
N 0.750 -0.189 -1.238
S 2.314 0.298 -0.784
H -2.346 0.653 -1.027
H -1.472 -0.259 -2.316
H -2.283 -1.062 -0.916
H -0.779 0.306 2.902
H 0.628 -0.820 -2.012
H 2.792 -0.868 -0.208



[9]
9
Properties=species:S:1:pos:R:3 method="wB97M-V/def2-TZVPD" gap_ha="0.2438 / 0.3043" multiplicity=3 s_squared=2.0084 e_above_lowest_kj_mol=80.6
C -1.133 -0.753 0.136
C 1.119 0.163 -0.141
N -0.320 0.414 -0.197
O -0.696 -1.787 0.465
F -2.399 -0.512 -0.149
Cl -0.830 1.978 0.230
H 1.181 -0.893 -0.232
H 1.543 0.822 -0.971
H 1.535 0.568 0.860



[10]
2
Properties=species:S:1:pos:R:3 method="wB97M-V/def2-TZVPD" gap_ha=0.2101 e_above_lowest_kj_mol=37.6
S 0.000 0.000 1.027
S 0.000 0.000 -1.027



[11]
21
Properties=species:S:1:pos:R:3 method="wB97M-V/def2-TZVPD" gap_ha=0.3885 smiles="CCNC(C)=O.O.O" e_above_lowest_kj_mol=164.8
C 1.034 0.415 2.400
C 0.795 1.308 1.171
N 0.739 0.441 0.012
C 0.347 0.868 -1.291
C 0.711 2.266 -1.630
O -0.146 -0.003 -1.980
H 2.131 0.264 2.417
H 0.652 -0.531 2.271
H 0.628 0.768 3.346
H -0.137 1.781 1.461
H 1.767 1.912 0.997
H 0.244 -0.506 0.228
H 0.268 2.970 -0.872
H 1.799 2.359 -1.622
H 0.309 2.519 -2.695
O -1.785 -4.052 0.534
H -2.270 -3.616 1.251
H -2.088 -3.522 -0.106
O -1.772 -2.181 -1.636
H -1.145 -1.488 -1.686
H -2.083 -1.972 -2.569



[12]
11
Properties=species:S:1:pos:R:3 method="wB97M-V/def2-TZVPD" gap_ha=0.3029 smiles=Oc1[nH]ccc1F e_above_lowest_kj_mol=61.0
O 0.993 1.712 0.492
C 0.309 0.665 -0.017
N -0.193 0.583 -1.298
C -0.840 -0.618 -1.471
C -0.742 -1.330 -0.297
C -0.020 -0.522 0.620
F 0.294 -0.830 1.870
H 1.067 2.392 -0.161
H -0.132 1.311 -1.992
H -1.295 -0.868 -2.439
H -1.127 -2.315 -0.099